A molecular structure, C11H23GeNO5PdSe. Source: OMol25; level of theory: ωB97M-V/def2-TZVPD.

Computed properties:
Energy above the lowest of the compared OMol25 structures with the same formula, charge and spin (eV): 0.909
Largest force on an atom (eV/A): 0.75
E_HOMO (eV): -8.86
Gap between HOMO and LUMO (eV): 8.145
LUMO energy (eV): -0.71

Last column: Löwdin charge in e.
Geometry (Å):
Pd 0.7362 0.9083 -0.3386  0.830
O -1.3445 0.8070 -0.5804  -0.205
C -1.5250 1.8738 -1.5482  -0.182
C -0.9159 3.1635 -1.0251  -0.132
N 0.4544 2.9797 -0.4883  -0.253
C 0.5700 3.6538 0.8133  -0.078
C -0.3943 3.0075 1.8513  -0.672
O -0.8749 3.7766 2.6672  0.041
O -0.5770 1.7570 1.6852  -0.103
C 1.5857 3.2517 -1.3907  -0.092
C 2.8478 2.4817 -0.9913  -0.619
O 3.9280 2.8683 -1.3540  0.094
O 2.6449 1.4167 -0.2398  -0.206
H -1.3912 1.1848 0.3537  0.061
H -1.0347 1.5329 -2.4598  0.117
H -2.5881 2.0155 -1.7449  0.129
H -0.9527 3.9384 -1.7957  0.140
H -1.5318 3.5123 -0.1947  0.133
H 1.5961 3.5537 1.1710  0.136
H 0.3281 4.7135 0.7105  0.135
H 1.3192 2.9383 -2.4031  0.135
H 1.8460 4.3139 -1.4132  0.138
C -0.9955 -1.7044 1.6952  -0.208
Ge -0.9829 -3.1265 0.3681  0.770
C -0.6910 -4.8963 1.1434  -0.223
C -2.6359 -3.0786 -0.6716  -0.216
C 0.5068 -2.8649 -0.9314  -0.563
Se 1.6467 -1.2899 -0.9248  0.976
C 2.5971 -1.6831 0.7197  -0.335
H -1.9934 -1.5857 2.1145  0.036
H -0.7477 -0.8069 1.1395  -0.039
H -0.2848 -1.8519 2.5057  0.028
H -1.5247 -5.1556 1.7966  0.020
H 0.2221 -4.9028 1.7397  0.019
H -0.6082 -5.6617 0.3716  0.021
H -3.4872 -3.3318 -0.0394  0.022
H -2.5991 -3.7870 -1.4996  0.020
H -2.7930 -2.0769 -1.0738  0.016
H 0.1225 -2.9386 -1.9494  0.012
H 1.2127 -3.6887 -0.8085  0.014
H 3.1223 -2.6275 0.6025  0.035
H 1.8880 -1.7223 1.5428  0.021
H 3.2990 -0.8676 0.8746  0.026

10 unconnected molecules or ions with the total composition H20O10. Source: OMol25; level of theory: ωB97M-V/def2-TZVPD.

Computed properties:
Energy above the lowest of the compared OMol25 structures with the same formula, charge and spin (eV): 2.290
Largest force on an atom (eV/A): 0.65
E_HOMO (eV): -10.73
Structure (SMILES): O.O.O.O.O.O.O.O.O.O
Gap between HOMO and LUMO (eV): 10.730
LUMO energy (eV): 0.00

Last column: Löwdin charge in e.
Geometry (Å):
O 3.4632 -2.3360 -0.1251  -0.048
H 3.8804 -1.8448 0.5983  0.062
H 3.1669 -1.6639 -0.7634  0.028
O -1.9404 0.6459 -1.9110  -0.049
H -2.8258 0.2565 -1.9731  0.082
H -1.4370 0.2571 -2.6421  0.079
O 2.6140 0.3960 -1.2947  -0.056
H 3.3970 0.3890 -0.7277  0.039
H 2.3816 1.3334 -1.3664  0.027
O -1.2582 -3.0290 -1.0920  -0.064
H -0.7552 -3.1772 -0.2762  0.008
H -2.0987 -3.4819 -0.9530  0.037
O -0.8451 -0.3266 3.2934  -0.079
H -0.7952 -0.3102 2.3196  -0.017
H -0.5063 -1.1972 3.5291  0.023
O 0.4889 2.6467 -1.4921  -0.055
H 0.0927 2.0208 -0.8702  -0.006
H -0.2297 2.8554 -2.1020  0.047
O 0.9750 -2.6403 1.3933  -0.063
H 0.8135 -3.5926 1.3997  0.048
H 1.8136 -2.5551 0.8840  0.011
O -3.0886 2.8845 -0.2380  -0.070
H -2.3593 3.3574 0.1933  0.013
H -2.6680 2.1263 -0.6708  -0.016
O -0.6621 2.8015 1.3102  -0.059
H 0.2710 2.8045 1.5520  0.056
H -1.0382 2.0265 1.7623  0.046
O -0.4531 -0.1874 0.4414  -0.058
H -0.7986 0.1253 -0.4111  0.006
H 0.4018 -0.5848 0.2324  0.031

A molecular structure, C3H7NORb. Source: OMol25; level of theory: ωB97M-V/def2-TZVPD.

Computed properties:
Energy above the lowest of the compared OMol25 structures with the same formula, charge and spin (eV): 0.896
Largest force on an atom (eV/A): 1.82
E_HOMO (eV): -11.88
Gap between HOMO and LUMO (eV): 7.670
Total charge: +1
LUMO energy (eV): -4.21

Last column: Löwdin charge in e.
Geometry (Å):
Rb -5.5678 -1.2234 2.1713  0.979
C 1.0557 -1.6098 -0.9201  -0.002
C 0.1845 -0.5249 -0.2991  -0.535
O -0.9836 -0.7838 0.0276  -0.010
N 0.6628 0.7356 -0.1640  0.009
C -0.0803 1.8423 0.5010  -0.057
H 0.4696 -2.4604 -1.2681  0.081
H 1.8104 -1.9673 -0.2196  0.083
H 1.5500 -1.2563 -1.8250  0.079
H 1.6387 0.9730 -0.2707  0.135
H 0.4858 2.7699 0.4166  0.085
H -0.0796 1.5603 1.5539  0.076
H -1.1460 1.9448 0.2963  0.076

A molecular structure, C16H12F5IrN6OS2. Source: OMol25; level of theory: ωB97M-V/def2-TZVPD.

Computed properties:
Energy above the lowest of the compared OMol25 structures with the same formula, charge and spin (eV): 0.404
Largest force on an atom (eV/A): 1.93
E_HOMO (alpha / beta) (eV): -11.38 / -11.82
Multiplicity: 6
Gap between HOMO and LUMO (alpha / beta) (eV): 7.810 / 4.696
Total charge: +1
LUMO energy (alpha / beta) (eV): -3.57 / -7.13

Last column: Mulliken spin population.
Geometry (Å):
Ir -1.2853 0.5973 -0.0014  2.287
S -3.2494 -0.5546 0.8354  0.318
C -2.9397 0.1499 2.3889  -0.061
S -1.5211 1.1397 2.4398  0.578
C -3.7398 -0.0658 3.4984  0.290
C -4.8053 -0.9871 3.4880  -0.045
N -5.6451 -1.7673 3.4967  0.191
C -3.4874 0.6202 4.7037  -0.047
N -3.2921 1.2130 5.6659  0.187
C -0.3204 -2.4808 0.3892  -0.009
N 0.2543 -1.1565 0.0359  0.231
C 0.9161 -1.2858 -1.2900  -0.038
N 1.9308 -2.3083 -1.2546  0.015
C 1.3237 -3.5876 -0.9172  0.002
N 0.7036 -3.4930 0.3969  0.010
C 1.7108 -3.1536 1.3921  0.002
N 2.3171 -1.8776 1.0419  0.013
C 1.3147 -0.8433 1.0312  -0.006
C 2.9482 -1.9747 -0.2670  0.003
H -1.0923 -2.7454 -0.3380  0.004
H -0.7720 -2.4240 1.3846  -0.004
H 1.3630 -0.3250 -1.5551  -0.020
H 0.1642 -1.5473 -2.0390  0.022
H 2.0860 -4.3684 -0.9042  0.001
H 0.5645 -3.8375 -1.6630  -0.001
H 2.4716 -3.9336 1.4249  0.000
H 1.2353 -3.0790 2.3725  -0.001
H 1.7691 0.1137 0.7667  0.002
H 0.8592 -0.7623 2.0227  -0.003
H 3.7114 -2.7553 -0.2468  0.000
H 3.4158 -1.0210 -0.5241  -0.001
F -0.1927 6.4171 -3.6170  0.040
C -0.0585 5.2664 -2.9818  0.269
C 1.1992 4.6532 -2.9076  -0.052
F 2.2430 5.2430 -3.4718  -0.006
C 1.3470 3.4394 -2.2597  0.160
F 2.5370 2.8425 -2.2014  0.020
C 0.2451 2.7943 -1.6221  0.116
O 0.3644 1.6941 -0.9915  0.420
C -1.0082 3.4588 -1.7286  0.133
F -2.0419 2.8076 -1.1300  0.009
C -1.1772 4.6548 -2.3899  -0.026
F -2.3667 5.2297 -2.4736  -0.002

A molecular structure, C15H39FNO5Pb. Source: OMol25; level of theory: ωB97M-V/def2-TZVPD.

Computed properties:
Energy above the lowest of the compared OMol25 structures with the same formula, charge and spin (eV): 0.000
Largest force on an atom (eV/A): 2.17
E_HOMO (eV): -11.77
Gap between HOMO and LUMO (eV): 8.921
Total charge: +1
LUMO energy (eV): -2.85

Last column: Löwdin charge in e.
Geometry (Å):
Pb 1.1719 -0.6115 -0.4700  1.700
F -1.0486 -0.1186 0.0889  -0.565
C -3.7858 -2.9213 -2.7096  -0.056
C -2.5630 -2.0172 -2.8619  -0.486
C -2.9304 -0.5892 -3.2137  -0.058
O -1.8221 -2.0364 -1.6504  -0.115
H -4.4400 -2.5523 -1.9106  0.075
H -3.4452 -3.8868 -2.3373  0.083
H -4.4003 -2.9480 -3.6086  0.081
H -1.9994 -2.4777 -3.6802  0.136
H -3.2150 0.0499 -2.3731  0.078
H -3.7864 -0.6263 -3.8951  0.083
H -2.1758 0.0058 -3.7373  0.072
H -2.1023 -1.3036 -1.0823  0.024
C -3.7676 -2.3464 1.2379  -0.076
C -3.6894 -1.9416 2.6915  -0.497
C -3.1969 -3.0917 3.5500  -0.055
O -2.6941 -0.9233 2.8256  -0.069
H -3.9593 -1.4859 0.5886  0.077
H -4.3511 -3.2367 1.0120  0.089
H -2.7510 -2.6117 0.9118  0.078
H -4.6875 -1.5749 2.9635  0.136
H -3.1800 -2.8266 4.6058  0.079
H -2.1896 -3.3106 3.1970  0.081
H -3.8406 -3.9624 3.4134  0.082
H -2.6640 -0.4536 1.9810  0.053
C 2.0440 3.2018 1.4858  -0.038
C 1.2491 2.1774 2.2663  -0.424
C -0.0213 2.6284 2.9733  -0.031
O 0.8646 1.1068 1.3530  -0.223
H 1.6050 3.6353 0.5873  0.081
H 3.0716 2.8801 1.2828  0.070
H 2.3139 4.0964 2.0643  0.092
H 1.7879 1.7322 3.1095  0.138
H 0.2330 3.5136 3.5552  0.096
H -0.4360 1.7994 3.5475  0.096
H -0.8428 2.8504 2.2784  0.093
H -0.1023 1.1839 1.2843  0.047
C 3.7688 -0.9025 2.1016  -0.053
O 3.4283 -0.6771 0.7236  -0.388
C 4.5485 -0.1592 0.0024  -0.202
C 4.3266 -0.3932 -1.4836  -0.198
N 3.1483 0.2211 -2.0722  -0.145
C 3.0340 1.6859 -1.9577  -0.188
C 1.7134 2.2355 -2.4258  -0.190
O 0.7059 1.6266 -1.6182  -0.348
C -0.5423 2.3088 -1.6968  -0.071
H 3.9013 0.0718 2.5808  0.097
H 4.6732 -1.4934 2.2341  0.102
H 2.9273 -1.3917 2.5863  0.102
H 5.5396 -0.4854 0.3206  0.139
H 4.5544 0.9088 0.2714  0.122
H 4.2399 -1.4761 -1.6216  0.132
H 5.2301 -0.1485 -2.0548  0.136
H 3.1693 0.0178 -3.0689  0.137
H 3.8819 2.2578 -2.3439  0.144
H 3.0057 1.8474 -0.8735  0.092
H 1.5477 2.1245 -3.5030  0.140
H 1.6715 3.3107 -2.2303  0.138
H -0.6197 3.0760 -0.9239  0.100
H -1.4474 1.7152 -1.5667  0.076
H -0.6595 2.7123 -2.7046  0.102

A molecular structure, C3H13N4. Source: OMol25; level of theory: ωB97M-V/def2-TZVPD.

Computed properties:
Energy above the lowest of the compared OMol25 structures with the same formula, charge and spin (eV): 4.820
Largest force on an atom (eV/A): 4.41
E_HOMO (eV): -12.75
Gap between HOMO and LUMO (eV): 9.904
Total charge: +1
LUMO energy (eV): -2.85

Last column: Löwdin charge in e.
Geometry (Å):
C 0.1807 -0.6259 2.4338  -0.051
C 0.9956 -0.3533 -2.1944  -0.021
C -1.1405 0.4536 -0.9885  -0.157
N -0.9785 1.5109 0.0470  0.053
N 0.5252 -0.1296 1.1184  -0.101
N 0.0361 -0.4126 -1.1123  -0.237
N 0.1427 -1.0853 0.0464  0.016
H 0.1349 0.1906 3.0966  0.074
H -0.7296 -1.2194 2.1714  0.111
H 0.9856 -1.3305 2.8750  0.125
H 0.7292 0.3552 -2.8708  0.050
H 2.0099 -0.0677 -1.7516  0.115
H 1.0721 -1.2677 -2.7140  0.075
H -1.4348 0.8925 -2.0045  0.158
H -1.9500 -0.1253 -0.5155  0.130
H -0.6224 2.3833 -0.3221  0.124
H -0.1998 0.8571 0.8923  0.091
H 1.4608 0.2853 1.1192  0.162
H 0.6480 -1.9159 0.0687  0.130
H -1.8651 1.6047 0.6050  0.153